# C2H6NO4P

An isolated ion of composition C2H6NO4P and charge -2 (the ωB97M-V functional and the def2-TZVPD basis, OMol25).

As for the lowest unoccupied orbital energy: 7.01 eV. As for the electronic energy: -21141.7726 eV. As for the SMILES: C[C@@H]([O-])N[P@](=O)([O-])O. Its charge is -2. The molecular weight is 139.05 g mol⁻¹. The energy above the lowest of the compared OMol25 structures with the same formula, charge and spin comes out at 12.1 kcal per mole. The orbital gap comes out at 7.058 eV.

```
14
Properties=species:S:1:pos:R:3:forces:R:3:lowdin_charge:R:1
C 2.009 -0.417 0.073 1.1 1.0 -1.0 -0.13
C 0.654 0.175 0.248 -1.3 0.6 -0.9 -0.71
N -0.337 -0.681 -0.527 -1.3 0.6 1.1 -0.11
O -2.400 -0.735 1.434 0.7 0.0 -1.1 -0.47
O -1.856 1.358 0.112 1.0 0.5 0.5 -0.30
O -2.810 -0.663 -1.183 0.1 0.4 1.3 -0.50
O 0.689 1.491 -0.153 -0.5 0.2 0.5 -0.33
P -2.000 -0.237 0.051 -0.1 -1.0 -1.8 0.18
H 2.362 0.058 -0.923 -0.1 -0.9 1.6 0.09
H 2.636 -0.129 0.915 0.4 0.3 -0.1 0.04
H 1.979 -1.480 0.027 0.0 -1.0 -0.2 0.03
H 0.265 0.162 1.307 0.5 -0.7 -0.5 0.12
H -0.391 -0.488 -1.563 0.4 0.2 1.6 0.07
H -0.801 1.585 0.183 -0.8 0.0 -0.9 0.03
```
Positions in Å, forces in eV/Å.

# C2H6NOS

A 2-piece molecular cluster, C2H6NOS overall (the ωB97M-V functional and the def2-TZVPD basis, OMol25).

As for the lowest unoccupied orbital energy: 4.08 eV. As for the electronic energy: -16545.4095 eV. Its charge is -1. The molecular weight is 92.14 g mol⁻¹. The energy above the lowest of the compared OMol25 structures with the same formula, charge and spin comes out at 21.2 kcal per mole. The orbital gap comes out at 6.737 eV.

```
11
Properties=species:S:1:pos:R:3:forces:R:3:lowdin_charge:R:1
C -2.471 1.064 -1.105 1.1 0.2 -0.1 -0.70
S -0.659 1.218 -0.746 0.0 0.0 -0.3 0.04
H -2.817 2.070 -1.335 -0.4 0.0 0.3 -0.03
H -2.906 0.630 -0.211 -0.6 0.1 -0.1 -0.03
H -2.674 0.458 -1.990 0.0 -0.2 0.1 -0.02
C 2.316 -0.814 1.378 0.3 -0.1 0.0 -0.45
N 1.599 -1.035 0.262 1.0 -0.5 1.1 0.11
O 2.765 -1.657 2.139 -0.1 -0.1 0.0 -0.05
H 2.519 0.256 1.552 -0.1 0.0 -0.1 0.12
H 1.199 -1.953 0.165 -0.2 0.1 -0.2 0.10
H 1.131 -0.238 -0.108 -1.1 0.5 -0.7 -0.09
```
Positions in Å, forces in eV/Å.

> What is the formula in the second record?

C2H6NOS